{"formula": "C2H9NO2", "method": "wB97M-V/def2-TZVPD", "elements": ["O", "O", "N", "C", "C", "H", "H", "H", "H", "H", "H", "H", "H", "H"], "positions_angstrom": [[-2.81439, 0.38129, -0.39478], [-1.30057, 0.68947, 2.25029], [1.08617, 0.04676, -0.21453], [0.62151, -0.27145, -1.54395], [2.04357, -0.56836, 0.29593], [0.38341, 0.68893, -2.01395], [1.43935, -0.63113, -2.18878], [-0.92895, 0.52835, 3.12237], [2.47008, -0.24118, 1.24741], [-2.42783, 0.45872, 0.49459], [-2.25537, 0.95817, -0.92643], [-0.68215, 0.29297, 1.61835], [-0.21985, -0.94960, -1.59113], [2.58501, -1.38294, -0.15539]], "atomic_forces_ev_per_a": [[0.42, 0.06, 0.27], [0.04, -0.12, -0.28], [-0.93, 0.29, 0.43], [1.10, 0.69, -0.95], [0.81, 0.16, 0.54], [-0.51, -0.21, 0.09], [-0.13, -0.46, 0.26], [-0.02, -0.04, -0.06], [-0.41, -0.03, 0.08], [-0.39, -0.01, -0.17], [-0.11, -0.01, -0.04], [0.21, 0.16, 0.18], [-0.24, -0.01, 0.26], [0.17, -0.48, -0.61]], "charge": 0, "e_above_lowest_ev": 0.641, "homo_lumo_gap_ev": 10.9, "fmax_ev_per_a": 1.61, "homo_ev": -10.0, "spin_multiplicity": 1}

---

{"formula": "C7H7NO", "method": "wB97M-V/def2-TZVPD", "elements": ["O", "N", "C", "C", "C", "C", "C", "C", "C", "H", "H", "H", "H", "H", "H", "H"], "positions_angstrom": [[0.06793, 2.79342, 0.39875], [-1.11526, -0.11171, 0.80738], [-0.38771, -1.18560, -1.66773], [0.24304, -0.02528, -1.27862], [-0.11981, 0.42167, -0.07081], [1.67148, 1.37693, 1.46506], [-1.33312, -1.83609, -0.86129], [-1.62831, -1.24634, 0.34355], [0.44622, 1.61318, 0.60814], [-2.38617, -1.71929, 0.86409], [-2.00066, -2.88513, -1.09169], [-0.05546, -1.67982, -2.74962], [0.80805, 0.59503, -1.86677], [2.47052, 0.89486, 0.96331], [1.99175, 2.20558, 1.89688], [1.32749, 0.78860, 2.23937]], "atomic_forces_ev_per_a": [[0.42, -3.47, 0.48], [2.35, -0.25, -2.42], [0.21, -3.31, -3.76], [-1.66, -1.31, 0.74], [-3.08, 0.55, 4.49], [-2.18, -1.98, -2.18], [-0.63, -2.31, -1.61], [0.45, 1.25, -0.36], [1.05, 4.36, -1.26], [-1.41, -0.57, 1.63], [2.45, 3.23, 0.20], [-1.14, 1.37, 2.95], [1.69, 0.89, -1.54], [0.59, -0.69, -0.69], [1.37, 4.09, 1.54], [-0.48, -1.86, 1.79]], "charge": 0, "e_above_lowest_ev": 1.475, "homo_lumo_gap_ev": 10.2, "fmax_ev_per_a": 5.47, "homo_ev": -9.7, "spin_multiplicity": 1}

---

{"formula": "C3H6O3", "method": "wB97M-V/def2-TZVPD", "elements": ["O", "O", "O", "C", "C", "C", "H", "H", "H", "H", "H", "H"], "positions_angstrom": [[0.69428, -0.50956, 0.63129], [0.10481, 1.23911, -0.75904], [-2.49034, 0.57840, -0.45718], [-0.15999, 0.28904, -0.05787], [-1.55070, -0.11359, 0.28412], [1.98129, -0.42683, 0.08639], [-1.68481, 0.05364, 1.36104], [2.44661, 0.54128, 0.27544], [-1.66762, -1.18817, 0.11384], [2.50025, -1.29343, 0.49146], [1.88587, -0.46239, -1.02296], [-2.05967, 1.29249, -0.94654]], "atomic_forces_ev_per_a": [[-0.98, 0.95, -0.90], [0.37, -1.01, 0.24], [-0.73, 0.39, -0.36], [-0.40, 0.32, 1.02], [-0.36, -0.28, 0.13], [0.91, -0.07, -1.20], [0.03, -0.01, -0.01], [0.18, -0.21, 0.44], [0.07, 0.02, 0.02], [0.38, 0.33, -0.16], [0.36, -0.35, 0.66], [0.17, -0.09, 0.13]], "charge": 0, "e_above_lowest_ev": 0.954, "homo_lumo_gap_ev": 11.3, "fmax_ev_per_a": 1.64, "homo_ev": -10.6, "spin_multiplicity": 1}

---

{"formula": "C27H41Cl2GdN4O4", "method": "wB97M-V/def2-TZVPD", "elements": ["Gd", "Cl", "Cl", "O", "O", "O", "O", "N", "N", "N", "N", "C", "C", "C", "C", "C", "C", "C", "C", "C", "C", "C", "C", "C", "C", "C", "C", "C", "C", "C", "C", "C", "C", "C", "C", "C", "C", "C", "H", "H", "H", "H", "H", "H", "H", "H", "H", "H", "H", "H", "H", "H", "H", "H", "H", "H", "H", "H", "H", "H", "H", "H", "H", "H", "H", "H", "H", "H", "H", "H", "H", "H", "H", "H", "H", "H", "H", "H", "H"], "positions_angstrom": [[0.53930, -0.88586, -1.78366], [1.89196, 1.07504, -0.57966], [-0.16930, -2.08447, -3.91796], [2.71245, -1.62071, -1.97254], [-0.63172, 0.70536, -2.82293], [0.26186, 2.42089, 4.25491], [-0.64186, -2.68275, -0.71028], [0.64949, 0.97392, 5.98317], [-1.34408, -4.87668, -0.88621], [0.15442, -0.71297, 1.48115], [4.31836, -0.03171, -2.36728], [3.82397, -1.07619, -1.69849], [5.15014, 0.95539, -1.67324], [-1.56176, -5.96330, -1.84857], [-1.28447, 1.80296, -7.32892], [0.87892, -1.79290, 1.77681], [-1.85713, 1.48007, -6.08310], [-1.36431, -0.54908, 6.12937], [-3.81238, 3.36335, -2.27955], [3.64960, 0.45781, -3.57198], [-0.59544, -3.84582, -1.22296], [0.60735, 0.13395, 3.68411], [0.06021, -0.24800, 6.56924], [1.99238, 2.93800, 6.60786], [-0.03810, 2.44417, -7.38515], [-3.29894, 2.02438, -1.99290], [-2.07757, -4.95581, 0.37161], [-1.51354, 1.22777, -3.56346], [0.62716, 2.76166, -6.19874], [0.09638, 2.44144, -4.97127], [-3.75813, 1.19174, 0.43397], [1.55660, -1.96111, 2.99848], [1.46791, -0.94915, 3.94181], [0.46171, 1.27446, 4.64670], [-0.00702, 0.22560, 2.42847], [-1.12641, 1.73964, -4.87939], [-3.10097, 1.23721, -0.95095], [0.79694, 2.09211, 6.92244], [0.69700, -1.10236, 6.31426], [2.11516, 3.65460, 7.41498], [-3.14118, -5.02646, 0.15061], [-1.86385, -4.08706, 0.98887], [0.94702, -2.57335, 1.00916], [-2.32015, 0.45720, -0.99254], [0.09431, -4.01073, -2.05812], [0.87060, 1.63105, 7.91009], [-4.54039, 1.93391, 0.55240], [-2.87247, 1.04414, -6.00288], [0.58347, 2.73640, -4.04286], [-4.36220, 3.87111, -1.47418], [-1.21398, -6.92262, -1.42628], [3.01462, 1.30594, -3.28387], [-0.10486, 2.71229, 6.89326], [-2.63468, 1.17255, -3.33924], [-1.83654, 1.56295, -8.24358], [3.05114, -0.34298, -4.01894], [-2.00313, 0.34627, 6.19215], [-1.77981, -1.32443, 6.78880], [-3.03195, 1.33823, 1.24349], [1.82618, 3.47408, 5.67772], [2.03145, -0.95871, 4.87359], [0.12261, -0.12297, 7.65730], [-4.44413, 3.31924, -3.17644], [2.89879, 2.33843, 6.52409], [-1.79701, -5.87264, 0.89177], [-4.20174, 0.20569, 0.60477], [5.83814, 1.40354, -2.39295], [1.54870, 3.31146, -6.24668], [0.40104, 2.66741, -8.35330], [-0.64266, 1.07153, 2.16183], [4.43233, -1.42108, -0.83627], [-1.01195, -5.72697, -2.77480], [5.71184, 0.50300, -0.84393], [-2.64315, -6.04505, -2.05755], [4.48975, 1.74102, -1.28437], [2.12944, -2.87259, 3.15738], [-2.94979, 3.99707, -2.54165], [-1.35673, -0.92880, 5.09635], [4.43478, 0.80934, -4.25331]], "atomic_forces_ev_per_a": [[-0.80, 1.00, 0.45], [0.11, 0.34, 0.07], [0.04, -0.83, -0.78], [2.23, -0.14, 0.09], [0.20, 0.98, 1.17], [0.17, -0.87, 0.19], [0.12, -2.26, -0.07], [-0.27, -0.20, 0.08], [-0.14, -0.48, 0.22], [-0.19, -0.23, 0.18], [-0.07, -0.60, 0.38], [-1.21, 0.36, -0.11], [0.06, -0.09, -0.13], [0.32, -0.10, 0.20], [-0.29, 0.09, 0.68], [0.25, 0.06, 0.59], [0.34, 0.35, 0.66], [-0.14, -0.02, 0.04], [-0.25, 0.27, -0.74], [0.05, 0.21, 0.34], [0.06, 2.16, -0.09], [0.30, -0.06, -0.47], [0.48, -0.15, -0.16], [0.23, 0.30, 0.04], [-0.47, -0.53, 0.14], [0.32, 0.21, 2.08], [-0.17, 0.03, -0.40], [-1.52, -1.13, -1.30], [-0.17, 0.22, -0.52], [-0.52, -0.51, 0.16], [0.03, 0.24, -0.36], [-0.23, 0.11, -0.53], [-0.49, 0.31, -0.18], [-0.06, 0.66, 0.24], [0.28, -0.55, -0.10], [0.19, 0.56, -0.84], [0.13, -0.34, 0.44], [-0.57, -0.34, -0.34], [-0.21, 0.02, 0.25], [0.17, 0.19, 0.04], [-0.14, 0.18, 0.14], [-0.03, 0.01, -0.10], [-0.05, 0.38, 0.29], [-0.41, 0.19, -0.52], [-0.29, -0.12, -0.12], [0.08, 0.25, -0.06], [-0.13, 0.15, -0.01], [0.83, 0.10, -0.16], [0.05, -0.19, -0.21], [0.01, -0.26, 0.03], [-0.11, 0.35, -0.22], [-0.04, -0.19, -0.21], [-0.03, 0.03, 0.13], [1.51, -0.71, -0.44], [0.27, 0.13, 0.32], [0.19, 0.26, 0.04], [0.20, -0.31, -0.05], [0.01, 0.17, -0.26], [0.05, 0.05, -0.26], [0.14, 0.05, 0.01], [-0.08, -0.14, -0.31], [-0.11, -0.08, -0.33], [-0.03, 0.26, 0.17], [0.01, -0.02, 0.03], [0.13, 0.03, 0.02], [0.01, 0.06, -0.12], [0.07, -0.13, 0.10], [0.34, 0.13, -0.04], [-0.02, 0.06, 0.17], [0.30, -0.13, 0.19], [-0.35, 0.21, -0.41], [-0.33, -0.21, 0.39], [-0.24, 0.06, -0.32], [0.48, 0.10, -0.01], [0.12, -0.20, 0.04], [0.03, 0.30, 0.04], [-0.27, -0.08, 0.10], [-0.22, 0.17, 0.34], [-0.30, -0.15, 0.01]], "s2": 16.68, "charge": 0, "e_above_lowest_ev": 1.275, "homo_lumo_gap_ev": [6.7, 4.2], "fmax_ev_per_a": 2.29, "homo_ev": [-6.4, -4.5], "spin_multiplicity": 8}